Below is a molecular structure, C41H46HgN3P at a distorted geometry, with properties calculated with ωB97M-V with the def2-TZVPD basis set.

```
! wB97M-V def2-TZVPD RIJCOSX def2/J DEFGRID3
* xyz -2 1
Hg -1.133 0.247 -0.181
N -1.219 -2.342 1.746
N -0.385 -2.437 -1.459
C 1.710 1.871 -0.577
C 2.637 0.890 -0.179
C 2.316 0.462 1.146
C 3.013 -0.580 1.935
H 3.803 -1.047 1.337
H 2.316 -1.367 2.265
H 3.467 -0.145 2.838
C 1.205 1.194 1.588
C 0.622 1.192 2.943
H 0.932 2.078 3.522
H 0.919 0.298 3.504
H -0.480 1.204 2.893
C 0.744 2.005 0.482
C -0.175 3.156 0.643
H -1.048 2.894 1.254
H -0.541 3.517 -0.323
H 0.343 3.992 1.141
C 3.744 0.337 -0.991
H 4.633 0.175 -0.362
H 3.994 1.012 -1.821
H 3.457 -0.636 -1.428
C 1.707 2.639 -1.849
H 0.674 2.763 -2.205
H 2.269 2.106 -2.628
H 2.156 3.647 -1.764
C -1.914 -2.805 2.789
H -1.813 -2.218 3.700
C -2.714 -3.960 2.737
H -3.262 -4.261 3.625
C -2.761 -4.710 1.553
H -3.388 -5.599 1.456
C -1.921 -4.334 0.510
H -1.765 -4.913 -0.406
C -1.086 -3.188 0.698
C -0.037 -2.852 -0.190
H 0.909 -2.480 0.207
C -0.791 -1.157 -1.785
C -0.393 -3.246 -2.609
H -0.297 -4.310 -2.551
C -0.538 -2.425 -3.646
H -0.545 -2.630 -4.698
N -0.700 -1.124 -3.139
C -0.585 0.048 -3.951
C 0.632 0.290 -4.607
C 0.746 1.434 -5.401
H 1.687 1.613 -5.929
C -0.320 2.327 -5.537
C -0.195 3.556 -6.385
H -0.207 4.463 -5.768
H -1.023 3.639 -7.097
H 0.741 3.540 -6.949
C -1.507 2.071 -4.847
H -2.352 2.752 -4.947
C -1.662 0.931 -4.053
C -2.973 0.636 -3.398
H -3.446 -0.277 -3.794
H -3.651 1.473 -3.603
H -2.893 0.538 -2.303
C 1.804 -0.636 -4.462
H 1.621 -1.614 -4.940
H 2.097 -0.804 -3.409
H 2.664 -0.174 -4.973
C -3.906 -0.116 1.309
P -2.783 0.970 2.277
C -3.563 2.627 2.112
C -4.387 2.949 1.023
C -4.954 4.221 0.945
C -4.689 5.176 1.927
C -3.854 4.863 3.004
C -3.286 3.593 3.105
C -3.326 0.586 3.985
C -4.647 0.790 4.422
C -4.964 0.650 5.774
C -3.984 0.279 6.701
C -2.678 0.028 6.259
C -2.355 0.151 4.907
H -3.884 0.165 0.246
H -4.931 -0.058 1.692
H -3.522 -1.141 1.394
H -4.588 2.211 0.245
H -5.604 4.461 0.107
H -5.140 6.166 1.866
H -3.637 5.605 3.773
H -2.629 3.349 3.950
H -5.429 1.072 3.714
H -5.984 0.841 6.111
H -4.230 0.193 7.762
H -1.908 -0.270 6.972
H -1.344 -0.087 4.562
*
```

Calculated values
F_max in eV Å⁻¹: 3.87
E_HOMO in eV: 1.52
E in Ha: -2248.7786
LUMO energy in Ha: 0.15904

Löwdin atomic charges, in units of e: atom 1 (Hg): 0.903, atom 2 (N): 0.074, atom 3 (N): -0.123, atom 4 (C): -0.279, atom 5 (C): -0.274, atom 6 (C): -0.271, atom 7 (C): -0.092, atom 8 (H): 0.053, atom 9 (H): 0.065, atom 10 (H): 0.061, atom 11 (C): -0.299, atom 12 (C): -0.104, atom 13 (H): 0.068, atom 14 (H): 0.061, atom 15 (H): -0.027, atom 16 (C): -0.400, atom 17 (C): -0.142, atom 18 (H): 0.004, atom 19 (H): 0.050, atom 20 (H): 0.069, atom 21 (C): -0.100, atom 22 (H): 0.058, atom 23 (H): 0.055, atom 24 (H): 0.058, atom 25 (C): -0.084, atom 26 (H): 0.060, atom 27 (H): 0.047, atom 28 (H): 0.064, atom 29 (C): -0.185, atom 30 (H): 0.077, atom 31 (C): -0.129, atom 32 (H): 0.070, atom 33 (C): -0.131, atom 34 (H): 0.081, atom 35 (C): -0.052, atom 36 (H): 0.089, atom 37 (C): -0.355, atom 38 (C): -0.209, atom 39 (H): 0.070, atom 40 (C): -0.215, atom 41 (C): -0.059, atom 42 (H): 0.096, atom 43 (C): -0.098, atom 44 (H): 0.100, atom 45 (N): -0.044, atom 46 (C): -0.132, atom 47 (C): -0.197, atom 48 (C): -0.023, atom 49 (H): 0.109, atom 50 (C): -0.283, atom 51 (C): -0.072, atom 52 (H): 0.080, atom 53 (H): 0.071, atom 54 (H): 0.066, atom 55 (C): -0.015, atom 56 (H): 0.112, atom 57 (C): -0.201, atom 58 (C): -0.077, atom 59 (H): 0.084, atom 60 (H): 0.066, atom 61 (H): 0.006, atom 62 (C): -0.038, atom 63 (H): 0.071, atom 64 (H): 0.086, atom 65 (H): 0.073, atom 66 (C): -0.360, atom 67 (P): 0.884, atom 68 (C): -0.382, atom 69 (C): -0.098, atom 70 (C): -0.117, atom 71 (C): -0.132, atom 72 (C): -0.116, atom 73 (C): -0.102, atom 74 (C): -0.374, atom 75 (C): -0.100, atom 76 (C): -0.113, atom 77 (C): -0.122, atom 78 (C): -0.105, atom 79 (C): -0.108, atom 80 (H): -0.033, atom 81 (H): 0.023, atom 82 (H): 0.009, atom 83 (H): 0.082, atom 84 (H): 0.087, atom 85 (H): 0.082, atom 86 (H): 0.087, atom 87 (H): 0.110, atom 88 (H): 0.100, atom 89 (H): 0.086, atom 90 (H): 0.085, atom 91 (H): 0.092, atom 92 (H): 0.086

Below is a gas-phase ion, C4H9NP (charge +1) at a distorted geometry, with properties calculated with ωB97M-V with the def2-TZVPD basis set.

```
! wB97M-V def2-TZVPD RIJCOSX def2/J DEFGRID3
* xyz 1 3
C -1.567 -0.567 -0.585
C -0.456 -0.129 -1.461
C 0.408 0.910 -0.766
C 0.076 0.620 1.033
N 1.043 -0.487 1.442
P -1.680 -0.101 1.075
H -2.463 -1.098 -0.943
H 0.180 -1.058 -1.575
H -0.881 0.043 -2.458
H 1.500 0.765 -0.827
H 0.207 1.947 -1.116
H 0.106 1.531 1.591
H 0.910 -0.585 2.481
H 1.912 -0.311 0.978
H 0.706 -1.481 1.132
*
```

Calculated values
F_max in eV Å⁻¹: 4.66
E_HOMO (alpha / beta) in eV: -10.71 / -14.25
ΔE to the lowest compared entry with this formula, charge and spin in eV: 1.8000
E in Ha: -553.4870
LUMO energy (alpha / beta) in Ha: -0.13458 / -0.24281

Löwdin atomic charges, in units of e: atom 1 (C): -0.399, atom 2 (C): -0.285, atom 3 (C): -0.088, atom 4 (C): -0.407, atom 5 (N): 0.124, atom 6 (P): 0.944, atom 7 (H): 0.069, atom 8 (H): 0.130, atom 9 (H): 0.125, atom 10 (H): 0.088, atom 11 (H): 0.114, atom 12 (H): 0.075, atom 13 (H): 0.180, atom 14 (H): 0.135, atom 15 (H): 0.196

Below is 2 unconnected molecules or ions with the total composition C2H14N2Si3 at a distorted geometry, with properties calculated with ωB97M-V with the def2-TZVPD basis set.

```
! wB97M-V def2-TZVPD RIJCOSX def2/J DEFGRID3
* xyz 0 1
C -0.311 2.369 -0.775
C -0.344 -2.349 0.795
N 0.483 1.721 0.294
N -0.541 -1.720 -0.439
Si 0.548 2.219 1.924
Si -0.508 -2.513 -1.935
Si 1.232 0.381 -0.399
H -0.007 3.441 -0.837
H -0.345 1.915 -1.766
H -1.358 2.342 -0.528
H -1.148 -3.058 0.822
H 0.549 -2.937 0.938
H -0.512 -1.573 1.452
H 0.153 1.334 3.111
H -0.233 3.456 1.934
H 1.984 2.501 2.213
H -0.973 -3.873 -1.778
H 0.707 -2.573 -2.681
H -1.555 -2.090 -2.786
H 2.246 0.043 0.630
H 1.639 0.457 -1.769
*
```

Calculated values
F_max in eV Å⁻¹: 4.68
E_HOMO in eV: -7.93
ΔE to the lowest compared entry with this formula, charge and spin in eV: 3.4447
E in Ha: -1062.4569
LUMO energy in Ha: -0.00666

Löwdin atomic charges, in units of e: atom 1 (C): -0.209, atom 2 (C): -0.329, atom 3 (N): -0.504, atom 4 (N): -0.354, atom 5 (Si): 0.523, atom 6 (Si): 0.410, atom 7 (Si): 0.723, atom 8 (H): 0.091, atom 9 (H): 0.061, atom 10 (H): 0.069, atom 11 (H): 0.060, atom 12 (H): 0.063, atom 13 (H): 0.027, atom 14 (H): -0.065, atom 15 (H): -0.064, atom 16 (H): -0.073, atom 17 (H): -0.093, atom 18 (H): -0.114, atom 19 (H): -0.117, atom 20 (H): -0.045, atom 21 (H): -0.057

Below is a molecular structure, C29H30BrCl2KN3O7 at a distorted geometry, with properties calculated with ωB97M-V with the def2-TZVPD basis set.

```
! wB97M-V def2-TZVPD RIJCOSX def2/J DEFGRID3
* xyz 1 1
C -2.176 -4.390 1.089
C -1.171 -4.756 -0.070
O -1.594 -4.263 -1.381
C -1.551 -2.853 -1.368
C -0.191 -2.252 -1.607
Br 1.302 -3.472 -1.951
C -0.035 -0.785 -1.578
C -1.237 0.092 -1.359
C -2.573 -0.542 -1.163
C -3.851 0.388 -0.987
C -4.200 0.951 -2.447
O -5.134 1.680 -2.597
Cl -3.244 0.526 -3.936
C -2.770 -2.003 -1.144
C -4.132 -2.749 -0.957
C -4.844 -2.544 0.436
O -5.984 -2.978 0.521
N -4.251 -1.897 1.613
C -4.529 -2.759 2.813
C -4.991 -0.607 1.922
C -1.006 1.619 -1.356
O -1.779 2.469 -1.743
C 0.379 2.102 -0.764
C 0.446 3.376 -0.015
N -0.720 4.236 0.254
C -1.273 3.792 1.298
O -1.847 3.698 2.299
C 1.774 3.788 0.480
C 3.017 2.972 0.300
C 4.309 3.641 0.869
Cl 5.383 2.605 1.916
C 5.177 4.295 -0.344
C 4.226 5.186 -1.261
C 2.953 1.643 -0.419
C 4.221 0.754 -0.617
C 4.362 -0.508 0.320
O 4.399 -0.242 1.739
C 3.289 -1.649 0.097
N 2.032 -1.394 0.821
C 1.609 1.264 -0.955
C 1.343 -0.042 -1.815
O 2.121 -0.435 -2.661
H -2.137 -3.270 1.277
H -1.945 -4.892 2.067
H -3.237 -4.670 0.806
H -0.154 -4.376 0.224
H -1.111 -5.885 -0.123
H -4.755 -0.225 -0.700
H -3.649 1.247 -0.298
H -4.821 -2.459 -1.807
H -3.969 -3.862 -1.072
H -4.039 -2.225 3.685
H -5.631 -2.805 3.057
H -4.161 -3.813 2.703
H -4.319 0.279 1.756
H -5.442 -0.625 2.948
H -5.823 -0.516 1.156
H 1.820 4.780 1.016
H 4.016 4.535 1.501
H 5.779 3.531 -0.930
H 5.867 5.037 0.178
H 4.800 5.971 -1.841
H 3.659 4.528 -1.982
H 3.506 5.767 -0.608
H 5.181 1.354 -0.523
H 4.225 0.369 -1.687
H 5.367 -0.986 0.063
H 5.341 -0.310 1.987
H 3.174 -1.872 -0.998
H 3.738 -2.588 0.556
H 1.848 -2.066 1.561
H 1.934 -0.428 1.134
K 7.678 2.516 0.601
*
```

Calculated values
F_max in eV Å⁻¹: 3.32
E_HOMO in eV: -10.74
ΔE to the lowest compared entry with this formula, charge and spin in eV: 0.0000
E in Ha: -5907.9445
LUMO energy in Ha: -0.14308

Löwdin atomic charges, in units of e: atom 1 (C): -0.086, atom 2 (C): -0.232, atom 3 (O): -0.138, atom 4 (C): -0.187, atom 5 (C): -0.407, atom 6 (Br): 0.855, atom 7 (C): -0.056, atom 8 (C): -0.031, atom 9 (C): -0.105, atom 10 (C): -0.063, atom 11 (C): -0.704, atom 12 (O): 0.050, atom 13 (Cl): 0.663, atom 14 (C): -0.050, atom 15 (C): -0.029, atom 16 (C): -0.418, atom 17 (O): 0.091, atom 18 (N): -0.165, atom 19 (C): -0.106, atom 20 (C): -0.069, atom 21 (C): -0.271, atom 22 (O): 0.105, atom 23 (C): 0.030, atom 24 (C): -0.156, atom 25 (N): 0.173, atom 26 (C): -0.269, atom 27 (O): 0.223, atom 28 (C): 0.045, atom 29 (C): -0.143, atom 30 (C): -0.570, atom 31 (Cl): 0.582, atom 32 (C): -0.271, atom 33 (C): -0.087, atom 34 (C): -0.049, atom 35 (C): -0.094, atom 36 (C): -0.344, atom 37 (O): -0.099, atom 38 (C): -0.247, atom 39 (N): 0.036, atom 40 (C): 0.016, atom 41 (C): -0.286, atom 42 (O): 0.072, atom 43 (H): 0.082, atom 44 (H): 0.092, atom 45 (H): 0.081, atom 46 (H): 0.081, atom 47 (H): 0.136, atom 48 (H): 0.105, atom 49 (H): 0.126, atom 50 (H): 0.147, atom 51 (H): 0.130, atom 52 (H): 0.103, atom 53 (H): 0.096, atom 54 (H): 0.075, atom 55 (H): 0.076, atom 56 (H): 0.092, atom 57 (H): 0.098, atom 58 (H): 0.127, atom 59 (H): 0.119, atom 60 (H): 0.068, atom 61 (H): 0.110, atom 62 (H): 0.090, atom 63 (H): 0.094, atom 64 (H): 0.087, atom 65 (H): 0.064, atom 66 (H): 0.134, atom 67 (H): 0.151, atom 68 (H): 0.080, atom 69 (H): 0.035, atom 70 (H): 0.131, atom 71 (H): 0.084, atom 72 (H): 0.072, atom 73 (K): 0.825

Below is 2 unconnected molecules or ions with the total composition C3H7N2O2 at a distorted geometry, with properties calculated with ωB97M-V with the def2-TZVPD basis set.

```
! wB97M-V def2-TZVPD RIJCOSX def2/J DEFGRID3
* xyz -1 1
C -0.342 -0.153 -1.234
C 0.574 0.495 0.880
C -0.451 -0.297 0.215
N -2.320 0.786 0.850
N -3.076 -0.084 1.318
O -2.839 -1.330 1.323
O -4.119 0.346 1.886
H -0.291 0.860 -1.469
H -1.306 -0.391 -1.574
H 0.417 -0.654 -1.818
H 0.442 1.675 0.506
H 1.614 0.330 0.675
H 0.420 0.514 1.993
H -0.661 -1.225 0.511
*
```

Calculated values
F_max in eV Å⁻¹: 4.64
E_HOMO (alpha / beta) in eV: -3.58 / -3.32
ΔE to the lowest compared entry with this formula, charge and spin in eV: 7.3485
E in Ha: -378.3081
LUMO energy (alpha / beta) in Ha: 0.14421 / 0.14524

Löwdin atomic charges, in units of e: atom 1 (C): -0.147, atom 2 (C): -0.168, atom 3 (C): -0.279, atom 4 (N): 0.144, atom 5 (N): -0.687, atom 6 (O): -0.152, atom 7 (O): -0.156, atom 8 (H): 0.041, atom 9 (H): 0.056, atom 10 (H): 0.072, atom 11 (H): 0.126, atom 12 (H): 0.041, atom 13 (H): 0.073, atom 14 (H): 0.035